100
Properties=species:S:1:pos:R:3:forces:R:3 method="wB97M-V/def2-TZVPD" homo_lumo_gap_ev="5.47 / 5.52" multiplicity=2 de_lowest_kj_mol=13.2 charge=+3 largest_force_ha_per_bohr=0.0027
V 0.31339 0.71012 -0.30089 0.01 0.08 0.11
C 3.77685 1.47080 -2.71331 -0.01 -0.01 0.01
C 3.98316 0.84896 -1.34271 -0.02 -0.01 0.01
S 2.71088 1.00484 -0.03521 0.04 -0.02 -0.02
C 2.76228 2.69678 0.62951 -0.02 0.02 0.00
C 1.80292 3.72767 0.03863 0.01 -0.02 0.01
S 0.32868 3.07289 -0.80105 -0.02 -0.01 -0.04
C 0.79547 2.62156 -2.51736 0.00 -0.01 0.01
C 1.86072 3.45320 -3.22089 -0.03 0.00 -0.01
S 3.57355 3.26570 -2.67267 0.01 0.02 0.01
H 2.95008 1.01219 -3.25558 0.00 0.00 0.00
H 4.67547 1.25403 -3.29466 0.00 0.01 0.00
H 4.87200 1.25674 -0.85799 0.00 0.00 0.00
H 4.13918 -0.22911 -1.42096 0.00 -0.01 0.00
H 3.79414 3.04025 0.55416 0.00 -0.01 0.00
H 2.53507 2.54372 1.68537 0.00 0.00 0.00
H 2.28933 4.39709 -0.66419 0.01 0.00 0.00
H 1.37229 4.32755 0.84265 -0.01 0.00 0.00
H -0.14467 2.72291 -3.06009 0.00 0.00 0.00
H 1.07518 1.55472 -2.55653 0.00 0.00 0.00
H 1.63763 4.51805 -3.13019 0.01 0.00 0.01
H 1.79595 3.21685 -4.28459 0.01 0.00 0.00
C -3.16445 1.82894 -0.48841 0.00 0.00 0.00
As -2.00168 0.56504 -1.37809 -0.05 0.01 -0.03
C -2.30408 0.95117 -3.25295 -0.01 0.00 0.01
C -2.80573 -1.14280 -0.90285 0.00 -0.01 0.01
C -2.31226 -2.46783 -1.51244 0.00 0.00 0.00
C -3.22531 -3.54038 -0.88648 0.00 0.00 0.00
C -0.88457 -2.81956 -1.07457 -0.01 0.00 0.00
As 0.61230 -1.59660 -1.35476 0.03 -0.04 -0.04
C 2.05850 -2.63437 -0.60193 0.02 0.00 0.00
C 1.08236 -1.48536 -3.23037 0.00 -0.02 0.00
C -2.45446 -2.46938 -3.04261 -0.01 0.02 0.00
As -2.43847 -4.26814 -3.94385 0.00 0.00 0.00
C -0.64379 -4.22518 -4.73814 0.00 -0.01 0.00
C -3.39341 -3.66356 -5.53609 0.00 0.00 0.00
H -4.17628 1.68889 -0.86871 0.00 0.00 0.00
H -2.83850 2.84606 -0.69994 0.00 0.00 0.00
H -3.15305 1.65210 0.58540 0.00 0.00 0.00
H -3.26739 0.52433 -3.52846 0.00 0.00 0.00
H -1.53392 0.53089 -3.89386 0.00 -0.01 0.00
H -2.35087 2.03205 -3.38036 0.00 0.00 0.00
H -3.86501 -1.01566 -1.14290 0.00 0.00 -0.01
H -2.73111 -1.17119 0.18966 0.01 0.00 0.00
H -3.23242 -3.46002 0.20261 0.00 0.00 0.00
H -2.89818 -4.54324 -1.15514 -0.01 0.00 0.00
H -4.24947 -3.42244 -1.24435 0.00 -0.01 0.00
H -0.56939 -3.74823 -1.56060 -0.01 0.00 0.00
H -0.85318 -3.00359 0.00401 0.01 0.01 0.00
H 2.20913 -3.51068 -1.23252 0.00 0.00 0.00
H 1.78904 -2.94892 0.40325 -0.01 0.00 -0.01
H 2.97745 -2.05499 -0.55302 0.00 0.00 0.00
H 1.02047 -2.47978 -3.66723 0.00 0.00 0.00
H 2.11002 -1.13075 -3.30384 0.00 0.01 0.00
H 0.42045 -0.81678 -3.77659 0.00 0.01 0.00
H -1.71036 -1.82121 -3.51970 0.00 0.00 0.00
H -3.43804 -2.06305 -3.29617 0.00 0.00 -0.01
H 0.12248 -4.44930 -3.99398 0.00 0.00 0.00
H -0.43653 -3.27867 -5.23992 0.00 0.00 0.00
H -0.60066 -5.02049 -5.48196 0.00 0.00 0.00
H -4.44057 -3.49171 -5.29220 0.00 0.00 0.00
H -3.34666 -4.45258 -6.28502 0.00 0.00 0.00
H -2.95529 -2.75533 -5.95087 0.00 0.00 0.00
C -2.65872 0.15193 3.25713 0.00 0.00 0.01
C -1.34679 -0.50279 3.71006 0.02 0.01 -0.04
C -1.32729 -1.96926 3.26646 0.02 -0.01 0.01
C -1.23154 -0.41950 5.24573 -0.01 -0.01 0.00
Si 0.09063 0.50037 3.07384 0.03 0.04 -0.01
O -0.13446 0.44787 1.23411 0.00 -0.07 -0.06
C -0.04162 2.32459 3.37178 -0.03 -0.02 -0.04
C 0.48645 2.88826 4.53966 0.00 0.01 0.00
C 0.34253 4.24344 4.80571 0.00 0.00 0.01
C -0.33690 5.06051 3.91326 0.00 -0.01 0.00
C -0.89088 4.51702 2.76034 -0.01 0.01 0.00
C -0.74776 3.16224 2.49822 0.01 0.01 0.02
C 1.81605 -0.15976 3.19115 -0.02 0.03 0.02
C 2.88394 0.66043 3.57590 -0.01 -0.02 -0.01
C 4.18305 0.17238 3.61409 0.00 0.00 0.00
C 4.43927 -1.14557 3.26313 0.00 0.00 0.00
C 3.39404 -1.97630 2.87794 -0.01 -0.01 -0.01
C 2.09717 -1.48815 2.84479 0.02 0.00 0.01
H -3.50121 -0.36503 3.72225 0.00 0.00 0.00
H -2.79166 0.07582 2.17268 0.00 0.00 0.01
H -2.72122 1.20379 3.54241 0.00 0.00 0.00
H -2.24536 -2.45962 3.59919 0.00 0.00 0.00
H -0.49420 -2.51965 3.70363 -0.01 0.00 0.00
H -1.28024 -2.07128 2.17525 -0.01 0.01 0.00
H -2.04965 -0.98557 5.69705 0.00 0.01 0.01
H -1.31036 0.60848 5.60622 0.00 0.00 0.01
H -0.29634 -0.84829 5.61380 0.00 0.00 0.00
H 1.00438 2.26979 5.26447 0.00 0.00 0.00
H 0.75254 4.65941 5.71625 0.00 0.00 0.00
H -0.45347 6.11474 4.12605 0.00 0.00 0.00
H -1.45545 5.14734 2.08434 0.00 0.00 0.00
H -1.23209 2.75035 1.61796 0.00 0.00 0.01
H 2.70552 1.68773 3.86915 0.00 0.01 0.00
H 4.99223 0.81358 3.93862 0.00 0.00 0.00
H 5.44855 -1.53280 3.31145 0.00 0.00 0.00
H 3.59157 -3.01248 2.63322 0.00 0.00 0.00
H 1.29272 -2.15926 2.56727 -0.01 0.00 0.00